P:
Below is a structure of composition C30H75N5O10, with properties calculated with ωB97M-V with the def2-TZVPD basis set.

Structure (XYZ):
```
120
Properties=species:S:1:pos:R:3
C 3.0441 1.4212 5.5780
O 1.6459 1.2522 5.4956
C 1.1002 0.9807 4.1413
C -0.3663 0.3801 4.1361
N -0.3974 -0.8792 4.8545
C -0.0793 -2.1018 4.2055
C -0.8794 -2.4809 2.9217
O -0.8056 -1.5131 1.8847
C -1.9209 -1.6125 1.0755
H 3.0178 1.9003 6.5567
H 3.5257 2.0264 4.8100
H 3.4526 0.4236 5.7393
H 1.7131 0.2966 3.5543
H 1.0543 1.8104 3.4360
H -0.6740 0.3232 3.0919
H -1.0201 1.0559 4.6874
H 0.1200 -0.8437 5.7212
H -0.2021 -2.8660 4.9730
H 0.9347 -2.0629 3.8076
H -1.9198 -2.6177 3.2166
H -0.6604 -3.5049 2.6192
H -2.9218 -1.6426 1.5061
H -1.8327 -2.5134 0.4683
H -1.8493 -0.7433 0.4216
C -4.5315 -0.2525 0.8696
O -4.1802 -1.6060 0.9473
C -4.3958 -2.2944 -0.3197
C -3.4900 -1.8285 -1.4393
N -2.0767 -1.5642 -1.0080
C -1.2955 -0.7374 -1.9576
C 0.1897 -0.6092 -1.5250
O 0.7897 0.0465 -2.5889
C 2.0958 -0.3286 -3.0476
H -4.5849 0.1134 1.8950
H -5.5495 -0.0234 0.5546
H -3.9046 0.4026 0.2648
H -5.3802 -2.2686 -0.7870
H -4.2163 -3.3162 0.0146
H -3.9452 -0.9396 -1.8761
H -3.3382 -2.5640 -2.2292
H -2.2009 -1.0153 -0.1693
H -1.7695 0.2346 -2.0941
H -1.4139 -1.3098 -2.8776
H 0.6059 -1.6075 -1.3898
H 0.2851 -0.0940 -0.5692
H 2.0611 -1.3795 -3.3349
H 2.8639 -0.2107 -2.2833
H 2.3680 0.3203 -3.8800
C -3.2842 1.8020 -2.9531
O -2.4240 2.8964 -3.3411
C -1.0698 2.5350 -3.1711
C -0.3759 3.6184 -4.0123
N 1.0024 3.3564 -4.1053
C 1.5703 3.7386 -5.4268
C 3.0574 3.2976 -5.4945
O 3.2146 1.9101 -5.5882
C 4.5526 1.4584 -5.5128
H -4.3164 1.9822 -3.2532
H -3.2311 1.4603 -1.9194
H -3.0800 0.9444 -3.5942
H -0.8062 1.5502 -3.5568
H -0.7875 2.6528 -2.1248
H -0.5426 4.5705 -3.5084
H -0.9158 3.7808 -4.9452
H 1.2392 2.3780 -4.0237
H 1.4736 4.7961 -5.6725
H 1.1321 3.0940 -6.1888
H 3.5648 3.7953 -4.6681
H 3.5111 3.8240 -6.3342
H 4.9362 1.2591 -4.5122
H 5.2972 2.0969 -5.9882
H 4.5247 0.4650 -5.9606
C 2.8513 -3.0114 -2.1753
O 1.7799 -3.1073 -1.2737
C 1.1944 -4.3575 -1.0052
C 0.3485 -4.0106 0.2178
N 1.0586 -3.4442 1.3532
C 2.0004 -4.3824 2.0457
C 2.3125 -3.9051 3.5399
O 3.0813 -2.6934 3.5043
C 3.3116 -2.0554 4.7053
H 3.2775 -2.0146 -2.0615
H 2.4845 -3.0549 -3.2008
H 3.6230 -3.7517 -1.9643
H 1.9127 -5.1716 -0.9083
H 0.4355 -4.5582 -1.7614
H -0.1669 -4.8708 0.6451
H -0.5244 -3.4282 -0.0771
H 1.6607 -2.6980 1.0358
H 2.9702 -4.2744 1.5601
H 1.5613 -5.3670 2.2064
H 2.9103 -4.5988 4.1312
H 1.3071 -3.8207 3.9523
H 3.6535 -1.0211 4.6684
H 4.0060 -2.6725 5.2755
H 2.5085 -2.0325 5.4419
C -4.7297 3.2472 1.1358
O -4.2811 1.9712 1.6184
C -3.0070 1.8583 2.2429
C -1.9101 1.5473 1.2181
N -1.5709 2.6246 0.2776
C -0.7084 2.2130 -0.8830
C 0.7208 1.9635 -0.4907
O 1.2185 3.1444 0.2117
C 2.6320 2.9362 0.5441
H -4.6052 3.9775 1.9354
H -5.7735 3.2524 0.8219
H -4.0506 3.7877 0.4764
H -3.1013 0.9352 2.8149
H -2.8450 2.6396 2.9854
H -2.2529 0.6484 0.7057
H -0.9755 1.3285 1.7346
H -0.9354 3.3034 0.6717
H -0.7971 2.9978 -1.6342
H -1.2061 1.3620 -1.3479
H 1.3241 1.8116 -1.3858
H 0.8382 1.1415 0.2154
H 2.7348 2.1800 1.3224
H 3.1747 3.7093 1.0882
H 3.2409 2.8021 -0.3500
```

Output
lowest unoccupied orbital energy	0.55	eV
highest occupied orbital energy	-0.2694	Eh

Löwdin atomic charge list, values in e, 2 entries: atom 1 (C): -0.1147, atom 2 (O): -0.1952

***

Q:
Below is a cluster of 5 separate species, C30H75N5O10 in total, with properties calculated with ωB97M-V with the def2-TZVPD basis set.

Structure (XYZ):
```
120
Properties=species:S:1:pos:R:3
C 4.6551 5.6151 -5.0605
O 4.7476 4.1997 -5.1020
C 5.4480 3.5192 -4.0391
C 5.5660 2.0760 -4.5795
N 4.2662 1.5012 -4.9772
C 3.5480 1.0823 -3.7682
C 2.5832 0.0207 -4.2848
O 1.3063 0.6602 -4.4514
C 0.1652 -0.1177 -3.9528
H 3.9704 6.1078 -4.3702
H 4.3890 6.0403 -6.0282
H 5.6253 6.1118 -5.0679
H 4.7387 3.4871 -3.2120
H 6.4153 3.9838 -3.8476
H 6.1549 1.3393 -4.0330
H 5.9662 1.9962 -5.5903
H 3.7156 2.0516 -5.6207
H 2.9700 1.9243 -3.3874
H 4.2591 0.7177 -3.0269
H 2.5665 -0.9202 -3.7348
H 2.9425 -0.2167 -5.2861
H 0.2830 -1.0368 -3.3787
H -0.5096 -0.2686 -4.7955
H -0.4817 0.5527 -3.3870
C 1.0028 3.4934 2.2315
O 0.9399 2.1598 1.6938
C 1.0573 2.0349 0.1644
C 1.1166 0.5465 -0.1268
N -0.1606 -0.1799 -0.1812
C -1.1712 0.2265 0.7719
C -2.4800 -0.5269 0.6820
O -2.2410 -1.8960 1.0931
C -3.1771 -2.8705 0.5844
H 2.0221 3.8210 2.0273
H 0.9045 3.3730 3.3104
H 0.1835 4.1356 1.9084
H 1.8828 2.5439 -0.3330
H 0.0712 2.4267 -0.0852
H 1.7472 0.0309 0.5975
H 1.6401 0.2493 -1.0354
H 0.0563 -1.1644 -0.2424
H -1.3958 1.2918 0.7189
H -0.7666 0.0671 1.7713
H -2.8449 -0.4455 -0.3419
H -3.3916 -0.1815 1.1696
H -4.1462 -2.5631 0.9775
H -3.1196 -3.8526 1.0536
H -3.0140 -2.9817 -0.4876
C 0.5096 -5.0552 2.5939
O 1.4848 -4.1903 3.1438
C 1.2927 -2.8267 2.9251
C 2.4764 -2.0075 3.4210
N 3.0898 -2.3120 4.6757
C 2.2204 -2.3148 5.9067
C 2.9925 -2.7201 7.1770
O 2.8914 -4.1183 7.2913
C 3.8172 -4.8768 6.5173
H 0.6731 -5.3784 1.5658
H -0.4952 -4.6376 2.6576
H 0.5696 -5.9774 3.1718
H 0.3397 -2.6472 3.4228
H 1.2560 -2.6650 1.8478
H 2.0536 -1.0063 3.3373
H 3.1891 -2.0470 2.5973
H 3.3619 -3.2832 4.6233
H 1.3960 -2.9902 5.6778
H 1.8153 -1.3168 6.0740
H 2.4088 -2.3848 8.0343
H 4.0240 -2.3710 7.2248
H 3.9606 -5.8194 7.0454
H 4.8194 -4.4656 6.3961
H 3.3990 -5.1666 5.5533
C 3.5011 1.8590 8.1504
O 2.9428 2.1099 6.8576
C 1.5653 1.7105 6.7979
C 0.8236 2.1236 5.5694
N -0.4215 1.5063 5.6400
C -1.4795 2.0708 4.7408
C -2.8195 1.2724 5.0530
O -3.0454 1.6917 6.3753
C -3.8626 0.7205 7.0900
H 3.6674 0.8257 8.4550
H 2.8251 2.3526 8.8486
H 4.4002 2.4745 8.1769
H 1.0344 2.0419 7.6903
H 1.4391 0.6500 7.0159
H 1.2527 1.9167 4.5890
H 0.5818 3.1862 5.5491
H -0.7321 1.3794 6.5926
H -1.1633 1.8564 3.7199
H -1.5658 3.1280 4.9917
H -2.5859 0.2169 4.9135
H -3.6374 1.5218 4.3771
H -4.7641 0.5779 6.4941
H -4.1867 1.0069 8.0905
H -3.5136 -0.3119 7.1124
C -5.1298 0.5289 -11.7154
O -4.9789 -0.4121 -10.6965
C -5.4410 0.1746 -9.5082
C -5.0396 -0.8434 -8.4507
N -5.4925 -0.4977 -7.0858
C -5.0724 -1.3962 -6.0319
C -3.5353 -1.1960 -5.7146
O -3.1262 -1.8588 -4.4331
C -3.8738 -1.4549 -3.2925
H -6.1969 0.6753 -11.8825
H -4.8083 -0.1080 -12.5394
H -4.4974 1.4154 -11.6674
H -6.5110 0.3690 -9.5818
H -4.8682 1.0592 -9.2300
H -3.9551 -0.9168 -8.3688
H -5.4507 -1.8059 -8.7554
H -6.4211 -0.1059 -7.0206
H -5.4571 -2.4090 -6.1514
H -5.5825 -1.0351 -5.1388
H -3.1887 -0.1632 -5.7496
H -2.9662 -1.5675 -6.5668
H -4.8276 -1.9817 -3.2641
H -4.2447 -0.4338 -3.3818
H -3.1434 -1.5107 -2.4853
```

Output
lowest unoccupied orbital energy	0.71	eV
highest occupied orbital energy	-0.3050	Eh

Löwdin atomic charge list, values in e, 2 entries: atom 1 (C): -0.1220, atom 2 (O): -0.2074

***

Most stable structure: Q

***

P:
Below is a structure of composition C47H38Cl2N4OPSTc, with properties calculated with ωB97M-V with the def2-TZVPD basis set.

Structure (XYZ):
```
95
Properties=species:S:1:pos:R:3
Tc 0.5248 0.5808 0.3916
N 8.7566 0.8063 -5.8327
C 7.8378 0.7410 -5.1478
C 6.6852 0.6584 -4.2922
C 6.2434 -0.5847 -3.8438
C 5.1399 -0.6625 -3.0120
C 4.4633 0.4987 -2.6422
C 4.9003 1.7403 -3.1026
C 6.0157 1.8215 -3.9181
C 3.2818 0.4230 -1.7422
C 3.4786 -0.0039 -0.4251
C 4.7159 -0.4712 0.1463
C 4.4433 -0.8706 1.4122
C 3.0570 -0.6225 1.6161
N 2.4690 -0.0915 0.5395
C 2.0316 0.7741 -2.2688
C 1.7864 1.1554 -3.6301
C 0.4585 1.4001 -3.7586
C -0.1180 1.1579 -2.4874
N 0.7999 0.7814 -1.5772
H 6.7650 -1.4812 -4.1496
H 4.7942 -1.6309 -2.6705
H 4.3870 2.6468 -2.8052
H 6.3733 2.7810 -4.2656
H 5.6687 -0.4937 -0.3562
H 5.1291 -1.2814 2.1353
H 2.4906 -0.8246 2.5154
H 2.5385 1.2151 -4.3998
H -0.0717 1.7034 -4.6467
H -1.1523 1.2623 -2.2015
Cl 0.6852 1.1846 2.7641
C -0.3620 2.6068 3.0828
C -0.1255 3.2893 4.2546
C -0.9206 4.4024 4.5058
C -1.8973 4.7911 3.5987
C -2.0981 4.0726 2.4295
C -1.3249 2.9447 2.1510
P -1.5686 1.9723 0.6425
C -3.0362 0.9671 0.9217
C -3.6092 0.8589 2.1900
C -4.7083 0.0327 2.3769
C -5.2288 -0.6865 1.3088
C -4.6618 -0.5777 0.0447
C -3.5646 0.2442 -0.1483
C -1.9282 3.1844 -0.6412
C -3.2335 3.4556 -1.0464
C -3.4661 4.4543 -1.9849
C -2.4073 5.1797 -2.5098
C -1.1035 4.9172 -2.1000
C -0.8637 3.9203 -1.1704
H 0.6458 2.9815 4.9468
H -0.7629 4.9685 5.4138
H -2.5031 5.6637 3.8007
H -2.8575 4.3886 1.7243
H -3.2212 1.4281 3.0259
H -5.1685 -0.0352 3.3537
H -6.0893 -1.3249 1.4604
H -5.0717 -1.1297 -0.7917
H -3.1338 0.3272 -1.1381
H -4.0662 2.8999 -0.6353
H -4.4791 4.6703 -2.2969
H -2.5958 5.9584 -3.2368
H -0.2818 5.4957 -2.5005
H 0.1557 3.7315 -0.8436
Cl 0.8403 -4.9080 -0.3866
C 0.0909 -3.6397 0.4873
C -0.8805 -3.8902 1.4443
C -1.4656 -2.8130 2.0898
C -1.0644 -1.5316 1.7783
N -0.1062 -1.3051 0.8618
C 0.4574 -2.3379 0.2155
H -1.1731 -4.9074 1.6696
H -2.2332 -2.9593 2.8363
H -1.5146 -0.6737 2.2513
H 1.1913 -2.1186 -0.5448
C -7.5528 -3.1765 -3.6580
C -6.1243 -2.7638 -3.4515
C -5.2525 -3.5495 -2.6925
C -3.9313 -3.1821 -2.5115
C -3.4706 -2.0090 -3.0994
C -4.3220 -1.1951 -3.8354
C -5.6418 -1.5810 -4.0105
S -1.7849 -1.5138 -2.9195
C -0.9843 -2.8230 -3.8384
O -1.3711 -1.6933 -1.4802
H -7.7189 -4.2068 -3.3511
H -7.8366 -3.0800 -4.7055
H -8.2226 -2.5383 -3.0788
H -5.6162 -4.4699 -2.2527
H -3.2654 -3.7963 -1.9170
H -3.9569 -0.2765 -4.2800
H -6.3080 -0.9589 -4.5954
H -1.3010 -3.7875 -3.4429
H 0.0919 -2.6969 -3.7299
H -1.2704 -2.7289 -4.8856
```

Output
lowest unoccupied orbital energy (alpha / beta)	-9.84 / -11.21	eV
net charge	+3
highest occupied orbital energy (alpha / beta)	-0.5705 / -0.5703	Eh
2S+1	4

Löwdin atomic charge list, values in e, 2 entries: atom 1 (Tc): 1.2211, atom 2 (N): 0.2123

***

Q:
Below is a structure of composition C47H38Cl2N4OPSTc, with properties calculated with ωB97M-V with the def2-TZVPD basis set.

Structure (XYZ):
```
95
Properties=species:S:1:pos:R:3
Tc 0.0580 0.4872 0.4170
N 0.0531 -9.7355 1.8550
C -0.0030 -8.5921 1.7437
C -0.0740 -7.1633 1.5962
C -1.2114 -6.4741 2.0174
C -1.2790 -5.1003 1.8629
C -0.2087 -4.4050 1.3016
C 0.9344 -5.0973 0.8984
C 0.9997 -6.4725 1.0351
C -0.2405 -2.9328 1.1368
C 0.7209 -2.1870 1.8367
C 1.4881 -2.6642 2.9501
C 2.0403 -1.5751 3.5706
C 1.6261 -0.4447 2.8294
N 0.8710 -0.7977 1.7791
C -1.2628 -2.3519 0.3686
C -2.3717 -3.0364 -0.2196
C -3.1664 -2.0944 -0.8122
C -2.5195 -0.8499 -0.6121
N -1.3809 -0.9853 0.0829
H -2.0309 -7.0173 2.4687
H -2.1562 -4.5661 2.2110
H 1.7662 -4.5574 0.4576
H 1.8787 -7.0179 0.7168
H 1.5473 -3.6997 3.2509
H 2.6563 -1.5492 4.4574
H 1.8224 0.5950 3.0611
H -2.5279 -4.1046 -0.1823
H -4.0985 -2.2375 -1.3381
H -2.8638 0.1139 -0.9569
Cl -1.0284 2.0790 -1.2664
C -1.0934 1.2314 -2.8213
C -2.0003 1.6849 -3.7539
C -2.0171 1.0555 -4.9932
C -1.1388 0.0149 -5.2651
C -0.2349 -0.4112 -4.3032
C -0.2002 0.1944 -3.0470
P 1.0469 -0.2294 -1.8032
C 1.4556 -1.9573 -2.1239
C 0.3859 -2.8492 -2.2495
C 0.6243 -4.1828 -2.5317
C 1.9285 -4.6366 -2.6923
C 2.9925 -3.7513 -2.5816
C 2.7607 -2.4110 -2.3023
C 2.4423 0.8802 -2.1153
C 2.2735 2.1171 -2.9041
C 3.0865 3.1559 -2.7308
C 4.1177 3.1772 -1.6458
C 4.4602 1.7958 -1.0064
C 3.5320 0.6799 -1.3663
H -2.6693 2.5073 -3.5339
H -2.7180 1.3882 -5.7479
H -1.1540 -0.4646 -6.2352
H 0.4528 -1.2174 -4.5274
H -0.6342 -2.4961 -2.1803
H -0.2080 -4.8664 -2.6481
H 2.1133 -5.6774 -2.9280
H 4.0060 -4.0971 -2.7380
H 3.5961 -1.7252 -2.2748
H 1.5288 2.1275 -3.6915
H 3.0085 4.0219 -3.3790
H 5.0139 3.6962 -1.9778
H 5.5047 1.4945 -1.0457
H 3.6662 -0.2558 -0.8300
Cl 1.7574 5.6626 -0.5201
C 2.2298 4.0852 -0.0543
C 3.6644 3.7281 -0.2457
C 4.0294 2.3777 0.4264
C 2.8870 1.5632 0.9040
N 1.6525 1.8928 0.7968
C 1.3399 3.2542 0.4683
H 4.2592 4.5733 0.0949
H 4.8540 2.3921 1.1368
H 3.1201 0.5458 1.2155
H 0.3316 3.5644 0.7033
C -4.3611 7.1940 2.3675
C -3.8818 5.7738 2.3133
C -2.7472 5.3691 3.0292
C -2.3072 4.0620 2.9945
C -3.0053 3.1395 2.2192
C -4.1243 3.5164 1.4818
C -4.5581 4.8281 1.5404
S -2.5502 1.4555 2.1464
C -2.5718 0.9626 3.8612
O -1.0057 1.4594 1.8432
H -3.8443 7.7661 3.1343
H -5.4320 7.2341 2.5662
H -4.1944 7.6849 1.4061
H -2.2166 6.0955 3.6332
H -1.4307 3.7647 3.5601
H -4.6635 2.7856 0.8867
H -5.4404 5.1248 0.9859
H -1.9352 1.6285 4.4406
H -2.2182 -0.0676 3.9139
H -3.6050 1.0242 4.2078
```

Output
lowest unoccupied orbital energy (alpha / beta)	-9.12 / -10.41	eV
net charge	+3
highest occupied orbital energy (alpha / beta)	-0.5783 / -0.5772	Eh
2S+1	4

Löwdin atomic charge list, values in e, 2 entries: atom 1 (Tc): 1.4392, atom 2 (N): 0.2066

***

Most stable structure: P